1.
A 2-piece molecular cluster, C4H10SSi overall at a distorted geometry, computed with ωB97M-V/def2-TZVPD.

Each atom is followed by the atoms it is bonded to, with distances in Å.
Element x y z (Å)
1 Si -0.00767 -1.42241 0.27278  S5 1.969, C10 1.893, C15 1.873
2 H 1.68782 -1.54009 -1.83527  C15 1.135
3 C -2.25606 2.94404 -0.60444  H4 1.070, H7 1.053, C9 1.323
4 H -2.76606 2.01980 -0.43131  C3 1.070
5 S -1.68133 -0.38787 0.20670  Si1 1.969
6 H -0.51389 3.53071 -1.74047  C9 1.062
7 H -2.59202 3.70365 0.04250  C3 1.053
8 H 0.28658 -3.83619 0.68100  C10 1.078
9 C -1.17997 2.79661 -1.35952  C3 1.323, H6 1.062, H14 1.085
10 C 0.43693 -2.95769 1.28677  Si1 1.893, H8 1.078, H13 1.135, H16 1.161
11 H 0.84691 -0.04764 -1.53392  C15 1.223
12 H 2.28953 -0.61524 -0.40462  C15 1.107
13 H 1.50535 -2.94135 1.66882  C10 1.135
14 H -1.05638 1.72306 -1.45578  C9 1.085
15 C 1.36857 -0.96277 -0.91218  Si1 1.873, H2 1.135, H11 1.223, H12 1.107
16 H -0.26274 -3.19213 2.18257  C10 1.161

As for the energy above the lowest of the compared OMol25 structures with the same formula, charge and spin: 149.6 kJ/mol. Its net charge is 0. For the HOMO energy, the calculation gives -8.93 eV. The SMILES is C[Si](C)=S.C=C. The total energy comes out at -23021.73474 eV. For the HOMO-LUMO gap, the calculation gives 0.32929 hartree. Its LUMO energy is 0.001 hartree.

2.
One molecule with the formula C4H10SSi at a distorted geometry, computed with ωB97M-V/def2-TZVPD.

Each atom is followed by the atoms it is bonded to, with distances in Å.
Element x y z (Å)
1 H 1.45167 -0.40171 -1.29636  C3 1.027
2 Si -2.84961 0.49073 0.23834  H4 1.457, C12 1.883, S16 2.029
3 C 1.07963 -0.60835 -0.36167  H1 1.027, H5 1.034, C8 1.592, C13 1.591
4 H -2.86224 1.09370 1.56494  Si2 1.457
5 H 0.40482 -1.38928 -0.41626  C3 1.034
6 H 0.75001 1.50020 -0.27810  C13 1.070
7 H -1.23102 -0.01760 -1.49886  C12 1.037
8 C 2.31685 -0.81266 0.61981  C3 1.592, H9 1.120, H11 1.075, H15 1.088
9 H 3.16084 -0.08703 0.49193  C8 1.120
10 H -1.22243 1.65023 -1.22891  C12 1.096
11 H 2.59764 -1.82301 0.38543  C8 1.075
12 C -1.24340 0.67580 -0.72756  Si2 1.883, H7 1.037, H10 1.096, C13 1.624
13 C 0.18807 0.64730 0.03976  C3 1.591, H6 1.070, C12 1.624, H14 1.147
14 H -0.02899 0.59543 1.16490  C13 1.147
15 H 1.78484 -0.67081 1.55818  C8 1.088
16 S -4.29669 -0.84294 -0.25560  Si2 2.029

As for the energy above the lowest of the compared OMol25 structures with the same formula, charge and spin: 107.6 kJ/mol. Its net charge is 0. For the HOMO energy, the calculation gives -8.83 eV. The SMILES is CCCC[SiH]=S. The total energy comes out at -23022.16956 eV. For the HOMO-LUMO gap, the calculation gives 0.30466 hartree. Its LUMO energy is -0.020 hartree.

3.
A 2-piece molecular cluster, C4H10Se overall at a distorted geometry, computed with ωB97M-V/def2-TZVPD.

Each atom is followed by the atoms it is bonded to, with distances in Å.
Element x y z (Å)
1 H -0.16061 1.82027 2.13257  C3 1.127
2 H -0.54519 2.04885 0.28482  C3 1.133
3 C -0.64101 1.39639 1.20582  H1 1.127, H2 1.133, H11 1.103, C12 1.536
4 C 0.03842 -0.29198 -2.35458  H5 1.101, H10 0.968, H13 1.051, H15 1.178
5 H -0.34831 0.14028 -1.41896  C4 1.101
6 C -0.04286 -1.14395 1.39487  H8 1.013, H9 1.083, C12 1.567, H14 1.026
7 Se 1.96525 0.51865 0.23252  C12 1.748
8 H -0.04957 -1.79904 0.62211  C6 1.013
9 H 0.87850 -1.41295 1.89649  C6 1.083
10 H -0.46061 -0.24202 -3.18198  C4 0.968
11 H -1.71200 1.15925 1.32512  C3 1.103
12 C 0.35580 0.27736 0.87049  C3 1.536, C6 1.567, Se7 1.748
13 H 0.36068 -1.24035 -2.67209  C4 1.051
14 H -0.83569 -1.15084 2.04600  C6 1.026
15 H 1.19721 -0.07992 -2.38320  C4 1.178

As for the energy above the lowest of the compared OMol25 structures with the same formula, charge and spin: 318.3 kJ/mol. Its net charge is 0. For the HOMO energy (spin up / spin down), the calculation gives -8.26 / -8.26 eV. The SMILES is CC(C)=[Se].C. The total energy comes out at -69652.95931 eV. For the HOMO-LUMO gap (spin up / spin down), the calculation gives 0.29613 / 0.29610 hartree. Its LUMO energy (spin up / spin down) is -0.007 / -0.007 hartree.

4.
A 2-piece molecular cluster, C4H10Se overall at a distorted geometry, computed with ωB97M-V/def2-TZVPD.

Each atom is followed by the atoms it is bonded to, with distances in Å.
Element x y z (Å)
1 H -3.50289 0.94644 1.46594  Se15 1.555
2 C 1.17632 0.38467 0.88923  C7 1.567, H8 1.112, H11 1.193, H14 1.068
3 H 0.84714 -2.51851 -1.13858  C6 1.139
4 C -2.07095 2.45280 -0.01252  H10 1.045, Se15 1.751
5 H 1.46941 0.15464 -1.08611  C7 1.080
6 C 0.26315 -1.60184 -0.79725  H3 1.139, C7 1.530, H9 1.087, H12 1.100
7 C 1.31456 -0.59545 -0.32494  C2 1.567, H5 1.080, C6 1.530, H13 1.141
8 H 0.77100 1.39872 0.67893  C2 1.112
9 H -0.43757 -2.00222 -0.06863  C6 1.087
10 H -1.54329 2.59870 -0.90273  C4 1.045
11 H 0.33760 0.01612 1.65300  C2 1.193
12 H -0.37373 -1.18725 -1.59250  C6 1.100
13 H 2.17613 -1.30349 -0.08522  C7 1.141
14 H 2.21253 0.44884 1.14066  C2 1.068
15 Se -2.63940 0.80783 0.18073  H1 1.555, C4 1.751

As for the energy above the lowest of the compared OMol25 structures with the same formula, charge and spin: 447.1 kJ/mol. Its net charge is 0. For the HOMO energy, the calculation gives -8.65 eV. The total energy comes out at -69651.62504 eV. For the HOMO-LUMO gap, the calculation gives 0.30537 hartree. Its LUMO energy is -0.013 hartree.